12
Properties=species:S:1:pos:R:3:lowdin_charge:R:1 method="wB97M-V/def2-TZVPD" de_lowest_ev=3.915 homo_ev="-9.4 / -7.8" e_lumo_ev="-0.2 / -0.7" total_energy_ha=-696.9251 total_charge=0 largest_force_ev_per_a=2.3
C 0.086 0.450 -0.184 -0.707
O 0.270 1.752 -0.048 -0.094
Si -1.664 -0.247 -0.211 0.543
Si 1.719 -0.518 -0.160 0.544
H 0.078 -0.396 2.069 0.086
H -0.552 2.242 0.109 0.102
H -1.608 -1.693 -0.153 -0.075
H -2.200 0.188 -1.521 -0.079
H -2.494 0.423 0.792 -0.077
H 2.361 -0.223 -1.456 -0.083
H 2.617 -0.045 0.881 -0.081
H 1.386 -1.933 -0.116 -0.079